(i)
Entry from the OMol25 dataset: a single C4H6OS molecule (ωB97M-V with the def2-TZVPD basis set).

Output
SMILES string: C1OC[C@H]2S[C@H]12
Net charge: 0
Gap between HOMO and LUMO in Ha: 0.3639

CARTESIAN COORDINATES (ANGSTROEM)
C 0.4739 1.2106 -0.1671
C 0.5650 -1.1863 0.1787
C -0.7608 -0.7127 -0.3573
C -0.8314 0.6179 0.4225
H 0.3130 1.5809 -1.2124
H 0.9624 1.9906 0.4498
H 1.0262 -1.9193 -0.4643
H 0.6021 -1.5266 1.2041
H -0.6034 -0.5158 -1.4277
H -0.6698 0.4339 1.4822
O 1.3654 0.0413 -0.0742
S -2.4427 -0.0146 -0.0344

---

(ii)
Entry from the OMol25 dataset: a 2-piece molecular cluster, C4H6OS overall (ωB97M-V with the def2-TZVPD basis set).

Output
Net charge: 0
Gap between HOMO and LUMO in Ha: 0.3114

CARTESIAN COORDINATES (ANGSTROEM)
C -0.4774 0.4331 0.3159
C -1.6647 -0.0168 -0.5315
C -2.6677 -0.7429 0.1344
C 0.5618 -0.7041 0.1021
H 0.9224 1.9508 0.8344
H -0.6338 0.1414 1.4726
H -1.7222 0.4557 -1.5651
H -2.5236 -0.5245 1.2441
H -3.6877 -1.1366 -0.1441
H -0.0358 -1.7200 -0.0826
O -0.1606 1.6238 -0.0829
S 2.1533 -0.3733 -0.0763

---

(i) (2.072 eV below the next structure)

---

(i)
Entry from the OMol25 dataset: a single C4H6OS molecule (ωB97M-V with the def2-TZVPD basis set).

Output
Net charge: 0
Gap between HOMO and LUMO (spin up / spin down) in Ha: 0.2270 / 0.3166

CARTESIAN COORDINATES (ANGSTROEM)
C 0.9895 0.9178 -0.3559
C 1.4805 -0.5131 -0.6648
C 0.2656 -0.1825 0.1612
C -1.1535 -0.5149 0.5130
O 3.3379 0.4926 0.9048
S 3.4105 -0.3302 -0.3401
H 1.6382 1.4507 0.2446
H 0.2818 1.6001 -0.9537
H 1.1517 -1.1882 -1.5060
H -1.6490 0.2013 -0.2097
H -1.3199 -0.1228 1.4599
H -1.2793 -1.5376 0.4362

---

(ii)
Entry from the OMol25 dataset: C4H6OS as an isolated structure (ωB97M-V with the def2-TZVPD basis set).

Output
Net charge: 0
Gap between HOMO and LUMO in Ha: 0.2846

CARTESIAN COORDINATES (ANGSTROEM)
C -0.7945 1.0259 0.0065
C -1.1739 -0.5361 -0.0945
C 0.3301 1.8979 0.1244
C -0.5009 -1.9205 -0.1341
O -2.1256 1.4246 0.1184
S -2.8467 -0.1014 0.0369
H 0.8919 2.1569 -0.7649
H 0.1096 2.7913 0.6065
H 1.1226 1.3560 0.7835
H -1.3972 -2.4945 -0.1748
H 0.1842 -1.8211 -0.9472
H 0.0137 -2.0077 0.8253

---

(iii)
Entry from the OMol25 dataset: a single C4H6OS molecule (ωB97M-V with the def2-TZVPD basis set).

Output
SMILES string: C1OC[C@H]2S[C@@H]12
Net charge: 0
Gap between HOMO and LUMO in Ha: 0.3635

CARTESIAN COORDINATES (ANGSTROEM)
C 0.8935 1.1963 -0.0298
C 1.0240 -1.0924 -0.0160
C -0.2616 -0.7780 0.5873
C -0.2290 0.7008 0.6234
H 0.4214 1.7815 -0.8758
H 1.4892 1.8430 0.8351
H 1.8032 -1.1733 0.8228
H 1.1101 -1.9970 -0.6684
H -0.4852 -1.1519 1.5619
H -0.6982 1.0632 1.4153
O 1.5475 0.0102 -0.5400
S -1.5364 -0.0380 -0.3601

---

(iv)
Entry from the OMol25 dataset: a single C4H6OS molecule (ωB97M-V with the def2-TZVPD basis set).

Output
Net charge: 0
Gap between HOMO and LUMO (spin up / spin down) in Ha: 0.2853 / 0.3019

CARTESIAN COORDINATES (ANGSTROEM)
C -1.7390 -1.2459 -1.7470
C -0.8505 0.8169 -1.0381
C 0.0045 -0.4185 -0.6184
C 0.4303 -0.6193 0.8758
O -0.7215 -1.6249 -1.0824
S -2.7200 -2.0116 -2.7193
H -0.4451 1.2506 -2.0139
H -1.4987 1.3926 -0.3519
H 1.0430 -0.2970 -1.2196
H -0.4594 -0.9771 1.4652
H 0.8914 0.3610 1.0444
H 1.0556 -1.3913 0.7803

---

(iii) (0.853 eV below the next structure)

---

(i)
Entry from the OMol25 dataset: a 2-piece molecular cluster, C4H6OS overall (ωB97M-V with the def2-TZVPD basis set).

Output
Net charge: 0
Gap between HOMO and LUMO in Ha: 0.2921

CARTESIAN COORDINATES (ANGSTROEM)
C -0.4429 -1.5174 -0.8241
C 0.6667 -0.7531 -0.1858
C -0.5176 -0.0317 -0.6626
C -1.2564 1.0842 -0.7237
O 2.2911 0.7387 1.0947
S 2.1868 -0.5970 0.4831
H -0.1506 -2.0382 -1.6748
H -1.1516 -1.9688 -0.1772
H 1.1120 0.9891 2.2014
H -0.9679 2.0604 -0.7165
H 0.4628 1.0307 2.3025
H -2.2323 1.0033 -1.1172

---

(ii)
Entry from the OMol25 dataset: a single C4H6OS molecule (ωB97M-V with the def2-TZVPD basis set).

Output
SMILES string: S=C1CCOC1
Net charge: 0
Gap between HOMO and LUMO in Ha: 0.3124

CARTESIAN COORDINATES (ANGSTROEM)
C 0.4551 -0.0394 -0.0258
C -0.4696 -1.1729 -0.1549
C -1.8303 -0.5958 0.2282
C -0.4233 1.1880 0.0567
H -0.4733 -1.4012 -1.2478
H -0.2655 -2.0842 0.4284
H -1.9691 -0.6640 1.3196
H -2.6853 -1.1057 -0.2258
H -0.3711 1.7340 1.0128
H -0.0329 1.8438 -0.7467
O -1.7478 0.7425 -0.2146
S 2.0867 -0.0339 0.0344

---

(iii)
Entry from the OMol25 dataset: a single C4H6OS molecule (ωB97M-V with the def2-TZVPD basis set).

Output
SMILES string: C=C(C=O)CS
Net charge: 0
Gap between HOMO and LUMO in Ha: 0.3553

CARTESIAN COORDINATES (ANGSTROEM)
C 0.1835 0.5151 0.6291
C 0.2676 -0.4492 -0.5610
C -0.2158 -1.7218 -0.5636
C 1.1430 0.0008 -1.7482
H -0.6882 0.7484 2.8215
H 0.3101 1.4741 0.2693
H 1.1314 0.4009 1.2300
H -0.8295 -2.1366 0.1966
H -0.0638 -2.4703 -1.3190
H 1.4315 -0.7582 -2.5210
O 1.3135 1.1498 -1.9300
S -1.2543 0.2171 1.7641

---

(ii) (0.394 eV below the next structure)

---

(i)
Entry from the OMol25 dataset: C2H4ClOP as an isolated structure (ωB97M-V with the def2-TZVPD basis set).

Output
Net charge: 0
Gap between HOMO and LUMO in Ha: 0.3339

CARTESIAN COORDINATES (ANGSTROEM)
C 1.1096 -0.2170 -0.2264
C 2.0781 0.5611 0.6919
O 0.4317 0.9111 -0.6935
P 1.3085 2.0271 0.1897
Cl -3.8225 0.9259 -0.1643
H 1.6061 -0.8612 -1.0296
H 0.5406 -0.7938 0.4369
H 2.5278 0.3036 1.6792
H -4.5956 1.2912 -1.1505

---

(ii)
Entry from the OMol25 dataset: a 2-piece molecular cluster, C2H4ClOP overall (ωB97M-V with the def2-TZVPD basis set).

Output
SMILES string: C=PCl.C=O
Net charge: 0
Gap between HOMO and LUMO (spin up / spin down) in Ha: 0.3501 / 0.3501

CARTESIAN COORDINATES (ANGSTROEM)
C 1.7039 -1.9044 0.5583
C -0.8198 1.9136 -0.4590
O 1.8447 -0.8352 0.0542
P -1.5625 0.5058 0.1028
Cl -3.3480 0.3975 -0.7921
H 0.9074 -2.1009 1.3209
H 2.3559 -2.8127 0.2480
H 0.2502 2.0791 -0.0609
H -1.3318 2.7572 -0.9721

---

(ii) (0.541 eV below the next structure)

---

(i)
Entry from the OMol25 dataset: a single C4H5NS molecule (ωB97M-V with the def2-TZVPD basis set).

Output
SMILES string: C1=CN2C[C@H]2S1
Net charge: 0
Gap between HOMO and LUMO in Ha: 0.3344

CARTESIAN COORDINATES (ANGSTROEM)
C -0.2261 -0.6483 1.1062
C -0.1453 1.0126 -0.7802
C 0.8965 -1.3863 1.1565
C -0.0913 -0.3092 -1.4091
N -0.7856 -0.1045 -0.1025
S 1.3853 -1.3866 -0.6877
H -0.8342 -0.4053 1.9666
H 0.7702 1.4289 -0.3759
H -0.8370 1.7465 -1.1734
H 1.4736 -1.9106 1.8724
H -0.5961 -0.6967 -2.2668

---

(ii)
Entry from the OMol25 dataset: a single C4H5NS molecule (ωB97M-V with the def2-TZVPD basis set).

Output
SMILES string: N#CC1(S)CC1
Net charge: 0
Gap between HOMO and LUMO in Ha: 0.3841

CARTESIAN COORDINATES (ANGSTROEM)
C -2.3287 0.9714 0.0322
C 0.1565 0.5093 -0.7079
C -0.0076 0.3257 0.7667
C -1.1854 0.1104 -0.0711
N -3.2886 1.6139 0.0090
S -1.8087 -1.6979 -0.0324
H 0.0805 1.4483 -1.0055
H 0.6205 -0.3189 -1.2094
H 0.4458 -0.4795 1.3624
H 0.1922 1.1360 1.5225
H -2.2226 -1.5112 1.1542

---

(ii) (0.875 eV below the next structure)

---

(i)
Entry from the OMol25 dataset: a single C4H5NS molecule (ωB97M-V with the def2-TZVPD basis set).

Output
SMILES string: [H]/N=C\C(C)=C=S
Net charge: 0
Gap between HOMO and LUMO in Ha: 0.3020

CARTESIAN COORDINATES (ANGSTROEM)
C -0.2422 -1.4233 -0.1700
C -0.2692 -0.5646 2.1671
C -0.1021 -0.2689 0.9221
C 0.2328 1.0177 0.3286
N -0.7662 -2.5538 -0.4944
S -0.4030 -0.7160 3.6996
H 0.5119 -1.0440 -0.9192
H -1.2500 -3.2600 0.0424
H 1.0859 0.9993 -0.2388
H 0.4397 1.7696 1.2289
H -0.6972 1.4131 -0.2027

---

(ii)
Entry from the OMol25 dataset: C4H5NS as an isolated structure (ωB97M-V with the def2-TZVPD basis set).

Output
Net charge: 0
Gap between HOMO and LUMO in Ha: 0.3241

CARTESIAN COORDINATES (ANGSTROEM)
C 0.1491 -2.6260 0.1272
C -0.6264 -0.1249 0.7498
C -0.6185 1.2786 0.7580
C 0.2106 2.1135 -0.0751
H -1.0278 -2.9185 0.7068
H 1.0729 -2.7313 0.9869
H 0.1559 -3.5650 -0.6675
H -1.3904 -0.7069 1.5082
H -1.5748 1.7494 1.3043
N 0.4677 3.1490 -0.6549
S 0.3001 -1.1074 -0.5383

---

(iii)
Entry from the OMol25 dataset: a 2-piece molecular cluster, C4H5NS overall (ωB97M-V with the def2-TZVPD basis set).

Output
Net charge: 0
Gap between HOMO and LUMO (spin up / spin down) in Ha: 0.2918 / 0.2673

CARTESIAN COORDINATES (ANGSTROEM)
C -0.2044 -0.9369 -1.6194
C 0.2690 -0.7941 -0.4139
C -1.1963 -0.8155 -0.3096
C 1.2307 1.0152 2.1575
N 2.3216 1.5133 1.4957
S 2.3249 -0.0721 1.2533
H -0.4790 -1.1105 -2.5971
H -1.8291 0.0308 -0.3611
H -1.8406 -1.6466 -0.1971
H 1.2163 0.8550 3.3560
H 0.2026 1.0557 1.5863

---

(i) (0.945 eV below the next structure)

---

(i)
Entry from the OMol25 dataset: a 2-piece molecular cluster, C2H4ClNO overall (ωB97M-V with the def2-TZVPD basis set).

Output
Net charge: 0
Gap between HOMO and LUMO in Ha: 0.3428

CARTESIAN COORDINATES (ANGSTROEM)
C -1.1127 0.8223 -0.1442
C 1.1883 -1.0097 1.2876
N -0.4626 0.5015 -1.1104
O 1.5841 -0.9136 0.0056
Cl -2.7017 1.3267 -0.0202
H 2.0807 -1.1337 1.8075
H -0.5999 0.4886 0.7332
H -0.7957 0.3829 -2.0862
H 0.8195 -0.4650 -0.4729

---

(ii)
Entry from the OMol25 dataset: a single C2H4ClNO molecule (ωB97M-V with the def2-TZVPD basis set).

Output
SMILES string: [H]/N=C(/C)OCl
Net charge: 0
Gap between HOMO and LUMO in Ha: 0.3628

CARTESIAN COORDINATES (ANGSTROEM)
C -0.1115 0.2116 -0.1941
C 1.1830 -0.4437 0.3836
N -0.2908 1.4025 -0.1522
O -0.9558 -0.7529 -0.6188
Cl -2.6829 -0.4564 -0.6049
H 0.8961 -0.7863 1.4195
H 1.8784 0.5143 0.3073
H 1.2648 -1.4053 -0.1176
H -1.1813 1.7161 -0.4227

---

(ii) (1.292 eV below the next structure)

---

(i)
Entry from the OMol25 dataset: a single C2H8N6 molecule (ωB97M-V with the def2-TZVPD basis set).

Output
SMILES string: CCn1[nH]nn[nH][nH]1
Net charge: 0
Gap between HOMO and LUMO in Ha: 0.3721

CARTESIAN COORDINATES (ANGSTROEM)
C -2.1435 -0.6036 0.0678
C -0.9580 0.3080 0.3363
N 2.6682 -0.2419 0.4265
N 2.0079 -1.2184 0.0193
N 2.0266 0.9690 0.5753
N 0.7091 -1.0479 -0.3741
N 1.0277 1.1749 -0.7813
N 0.0702 0.1797 -0.7730
H -1.9423 -1.7032 0.1290
H -2.6126 -0.5831 -0.8725
H -3.0414 -0.3848 0.7508
H -0.4163 -0.0161 1.2818
H -1.1212 1.3383 0.1733
H 2.6624 1.6840 0.4784
H 0.4878 -1.8361 -0.9215
H 0.5751 1.9813 -0.5161

---

(ii)
Entry from the OMol25 dataset: a 2-piece molecular cluster, C2H8N6 overall (ωB97M-V with the def2-TZVPD basis set).

Output
Net charge: 0
Gap between HOMO and LUMO in Ha: 0.3558

CARTESIAN COORDINATES (ANGSTROEM)
C -1.6802 0.1202 0.8117
C -0.8932 0.0056 -0.5635
N 4.4623 -0.6551 -0.8784
N 4.8209 -1.6715 -0.6376
N 4.2007 0.4267 -1.2633
N 1.3854 -0.4825 -0.6573
N 0.8691 1.5483 -0.0219
N 0.5468 0.3826 -0.3663
H -1.1002 -0.5257 1.4330
H -2.7805 -0.2854 0.6911
H -1.7770 1.0771 1.2788
H -1.2423 0.7151 -1.2060
H -0.9682 -0.9554 -0.9231
H 3.4855 1.0584 -0.9376
H 1.0115 -1.3896 -0.9228
H 0.0958 2.0022 0.4641

---

(ii) (0.844 eV below the next structure)